{
  "formula": "C6H7LiO6Sr",
  "method": "the ωB97M-V functional and the def2-TZVPD basis",
  "e_above_lowest_kcal_mol": 0.0,
  "homo_ev": -14.619,
  "charge": 2,
  "elements": ["Sr", "O", "O", "C", "C", "O", "C", "H", "H", "H", "H", "Li", "O", "O", "C", "C", "O", "C", "H", "H", "H"],
  "coordinates": [[2.270976, 2.735808, -0.935880], [0.364488, 1.190324, -0.801805], [1.122984, -1.097725, -0.477801], [2.509152, -1.367422, -0.765847], [3.222765, -0.446606, 0.211693], [2.274045, 0.654675, 0.307167], [1.009072, 0.148703, -0.032112], [2.692694, -2.428863, -0.581555], [2.719856, -1.115157, -1.812804], [4.172941, -0.051265, -0.155474], [3.334433, -0.883603, 1.209638], [-5.860218, -0.247221, -0.346770], [-4.713569, 1.317419, 0.058082], [-2.558969, 0.958726, 0.418602], [-1.522187, 0.033532, 0.552694], [-0.198380, 0.703758, 0.548053], [-3.959384, -0.762635, -0.020938], [-3.800300, 0.468630, 0.118882], [-1.630750, -0.565590, 1.469365], [-0.088206, 1.470652, 1.320753], [-1.361450, -0.716140, -0.283941]],
  "forces_ev_per_angstrom": [[-0.566, 0.085, -0.055], [-0.085, -0.045, -0.031], [0.023, -0.098, -0.030], [0.162, -0.165, -0.163], [0.185, -0.434, 0.295], [0.574, 0.157, 0.217], [-0.709, 0.183, 0.101], [-0.045, 0.251, -0.110], [-0.024, -0.138, 0.151], [-0.088, -0.152, 0.128], [0.062, 0.099, -0.249], [0.482, 0.225, 0.180], [0.323, -0.262, -0.207], [1.101, 0.432, -0.196], [0.531, -2.008, -1.453], [0.108, 1.298, 1.057], [0.236, -0.189, -0.165], [-1.435, -0.017, 0.217], [0.212, 0.160, -0.074], [0.223, -0.017, -0.244], [-1.269, 0.633, 0.629]]
}